1.
Molecular formula: C2H12N2O3
Method: DFT, the ωB97M-V functional and the def2-TZVPD basis

orbital gap: 0.3544 hartree
maximum force: 0.0258 hartree/bohr
HOMO level: -9.5 eV
energy relative to the best compared isomer or geometry (same formula, charge and spin): 1.128 eV
structure (SMILES): C/N=C\N.O.O.O
total charge: 0

Element x y z (Å)
C  1.84  -0.69  -2.33
N  2.47  0.81  -0.04
C  1.71  -0.38  -0.03
N  1.49  -1.16  -1.00
H  1.43  -1.39  -3.07
H  1.42  0.30  -2.53
H  2.91  -0.67  -2.52
H  2.63  1.11  -1.01
H  2.06  1.51  0.55
H  1.46  -0.67  0.98
H  -4.65  1.08  -1.47
H  -4.08  -0.02  -0.54
O  -4.59  0.13  -1.34
H  -0.13  -3.18  3.72
H  -1.54  -2.83  3.34
O  -0.78  -2.45  3.79
H  -1.90  3.01  1.52
H  -0.77  2.74  0.51
O  -0.98  2.73  1.45

---

2.
Molecular formula: C2H3P3
Method: DFT, the ωB97M-V functional and the def2-TZVPD basis

orbital gap: 0.2307 hartree
maximum force: 0.0660 hartree/bohr
HOMO level: -7.6 eV
energy relative to the best compared isomer or geometry (same formula, charge and spin): 2.560 eV
structure (SMILES): C=CP=P#P
total charge: 0

Element x y z (Å)
C  0.91  0.81  0.14
C  0.93  -0.52  -0.05
P  -0.62  1.71  0.04
P  -2.94  -1.52  0.08
P  -2.00  0.13  0.01
H  1.85  1.31  0.41
H  1.88  -0.99  -0.37
H  -0.01  -0.93  -0.26

---

3.
Molecular formula: C4H12N2O
Method: DFT, the ωB97M-V functional and the def2-TZVPD basis

orbital gap: 0.3722 hartree
maximum force: 0.0407 hartree/bohr
HOMO level: -9.2 eV
energy relative to the best compared isomer or geometry (same formula, charge and spin): 1.760 eV
structure (SMILES): NCCNCCO
total charge: 0

Element x y z (Å)
N  1.50  -1.20  -2.18
C  0.85  0.12  -2.29
C  0.63  0.91  -1.01
N  0.22  0.09  0.11
C  -0.29  0.89  1.21
C  -1.01  0.04  2.29
O  -2.08  -0.71  1.79
H  -1.73  -1.43  1.26
H  2.52  -1.10  -2.08
H  1.29  -1.60  -1.26
H  1.31  0.66  -3.12
H  -0.17  -0.11  -2.60
H  -0.25  1.53  -1.22
H  1.41  1.66  -0.79
H  0.99  -0.49  0.46
H  -1.05  1.55  0.79
H  0.48  1.46  1.75
H  -0.21  -0.61  2.68
H  -1.27  0.71  3.11

---

4.
Molecular formula: C12H26Br6N2O2
Method: DFT, the ωB97M-V functional and the def2-TZVPD basis

orbital gap: 0.3462 hartree
maximum force: 0.0202 hartree/bohr
HOMO level: -9.1 eV
energy relative to the best compared isomer or geometry (same formula, charge and spin): 0.026 eV
structure (SMILES): CN(C)C=O.CN(C)C=O.BrCCBr.BrCCBr.BrCCBr
total charge: 0

Element x y z (Å)
C  0.16  -1.66  1.20
O  0.71  -1.54  2.28
N  0.17  -0.72  0.22
C  -0.41  -0.97  -1.08
C  0.88  0.50  0.42
H  -0.40  -2.56  0.90
H  0.35  -0.88  -1.86
H  -1.19  -0.22  -1.30
H  -0.85  -1.96  -1.12
H  1.49  0.79  -0.44
H  0.22  1.35  0.62
H  1.53  0.38  1.28
C  -4.02  -1.92  -0.57
O  -3.04  -2.57  -0.30
N  -4.62  -1.86  -1.79
C  -5.78  -1.03  -2.01
C  -4.13  -2.64  -2.90
H  -4.53  -1.27  0.16
H  -5.68  -0.52  -2.97
H  -5.85  -0.26  -1.25
H  -6.70  -1.62  -2.05
H  -3.30  -3.25  -2.56
H  -4.92  -3.27  -3.30
H  -3.76  -1.97  -3.69
Br  3.28  1.44  5.88
C  2.01  1.46  4.39
C  0.69  2.00  4.88
Br  -0.49  2.16  3.33
H  1.92  0.43  4.06
H  2.46  2.07  3.62
H  0.76  2.97  5.36
H  0.20  1.28  5.53
Br  1.63  6.26  2.27
C  1.95  4.68  1.11
C  1.90  5.13  -0.32
Br  1.81  3.52  -1.45
H  1.12  4.03  1.36
H  2.89  4.27  1.44
H  2.80  5.65  -0.64
H  1.02  5.71  -0.54
Br  5.64  -2.77  -1.77
C  3.95  -3.53  -2.32
C  2.79  -2.56  -2.17
Br  2.95  -0.99  -3.29
H  3.80  -4.37  -1.66
H  4.04  -3.88  -3.34
H  2.67  -2.24  -1.14
H  1.88  -3.08  -2.47

---

5.
Molecular formula: C17H21N3O3S2
Method: DFT, the ωB97M-V functional and the def2-TZVPD basis

orbital gap: 0.3137 hartree
maximum force: 0.1071 hartree/bohr
HOMO level: -7.9 eV
energy relative to the best compared isomer or geometry (same formula, charge and spin): 2.986 eV
structure (SMILES): CS[C@]1(Cc2c[nH]c3ccccc23)NC(=O)[C@](CO)(SC)N(C)C1=O
total charge: 0

Element x y z (Å)
O  2.26  0.81  1.58
O  -1.68  -2.49  1.12
O  -1.24  2.86  1.63
S  0.13  0.85  3.49
S  1.35  -3.46  0.39
C  1.31  0.23  1.18
C  -0.90  -1.53  0.86
C  -1.53  0.11  -1.98
C  -0.20  -0.34  -1.91
C  2.47  2.42  -2.45
C  1.63  3.45  -2.83
C  2.07  1.01  -2.33
C  0.26  3.12  -2.93
C  0.64  0.75  -2.32
C  -0.22  1.82  -2.58
N  -1.43  1.36  -2.48
N  -1.22  -0.19  1.33
N  1.55  -0.89  0.48
C  -0.20  -0.91  4.21
C  0.41  -4.68  -0.61
C  -2.53  0.00  1.97
C  -0.24  2.05  1.01
C  0.27  -1.71  -1.43
C  -0.13  0.65  1.69
C  0.52  -1.84  0.11
H  -1.37  2.88  2.56
H  -2.40  -0.46  -1.60
H  3.52  2.56  -2.25
H  2.02  4.52  -3.04
H  2.82  0.28  -2.02
H  -0.40  3.98  -3.10
H  -2.23  1.96  -2.57
H  2.52  -1.02  0.21
H  -0.42  -0.77  5.30
H  0.64  -1.65  4.18
H  -1.14  -1.40  3.85
H  0.86  -4.55  -1.61
H  0.61  -5.73  -0.27
H  -0.64  -4.34  -0.67
H  -2.64  -0.60  2.87
H  -2.55  0.99  2.36
H  -3.41  -0.24  1.34
H  0.76  2.44  0.92
H  -0.56  1.93  -0.04
H  1.19  -1.94  -1.85
H  -0.52  -2.30  -1.76

---

6.
Molecular formula: C34H27Cl4GeN2O6Pb
Method: DFT, the ωB97M-V functional and the def2-TZVPD basis

orbital gap: 0.1469 hartree
maximum force: 0.0289 hartree/bohr
HOMO level: -10.3 eV
energy relative to the best compared isomer or geometry (same formula, charge and spin): 1.359 eV
total charge: +1

Element x y z (Å)
Pb  0.50  1.51  -4.05
Cl  2.69  7.43  -0.42
C  2.65  5.98  -1.26
C  3.97  5.33  -1.59
Cl  5.37  6.12  -1.11
C  4.04  4.15  -2.24
Cl  5.49  3.36  -2.61
C  2.80  3.49  -2.65
O  2.75  2.44  -3.23
C  1.44  4.17  -2.32
O  0.43  3.61  -2.69
C  1.46  5.43  -1.60
Cl  -0.05  6.13  -1.22
O  -5.59  -3.88  -3.49
C  -6.26  -2.66  -3.60
N  -5.54  -1.56  -2.97
C  -4.41  -1.11  -3.55
O  -3.97  -1.58  -4.59
C  -3.70  0.05  -2.91
C  -4.23  0.89  -1.95
C  -3.48  1.97  -1.49
C  -2.22  2.17  -2.02
N  -1.70  1.36  -2.95
C  -2.43  0.32  -3.38
H  -4.85  -3.87  -4.11
H  -7.21  -2.76  -3.09
H  -6.43  -2.38  -4.64
H  -5.76  -1.31  -2.02
H  -5.23  0.74  -1.55
H  -3.87  2.64  -0.74
H  -1.61  3.00  -1.70
H  -1.99  -0.34  -4.11
O  0.50  -1.26  -0.87
C  1.15  -0.55  -1.61
O  0.63  -0.15  -2.76
C  2.51  -0.13  -1.12
C  2.37  0.37  0.32
Ge  1.28  -0.85  1.47
C  1.52  0.13  3.19
C  2.13  1.38  3.33
C  2.30  1.97  4.58
C  1.87  1.32  5.73
C  1.25  0.08  5.61
C  1.08  -0.50  4.36
C  2.21  -2.53  1.63
C  1.93  -3.60  0.77
C  2.63  -4.80  0.89
C  3.60  -4.95  1.87
C  3.88  -3.90  2.73
C  3.19  -2.69  2.61
C  -0.66  -1.10  1.60
C  -1.17  -2.30  2.08
C  -2.53  -2.56  2.05
C  -3.41  -1.63  1.53
C  -2.92  -0.41  1.06
C  -1.56  -0.15  1.10
H  2.95  0.60  -1.79
H  3.14  -1.02  -1.16
H  1.90  1.36  0.35
H  3.34  0.43  0.82
H  2.49  1.92  2.46
H  2.78  2.94  4.66
H  2.00  1.77  6.70
H  0.90  -0.44  6.50
H  0.58  -1.46  4.30
H  1.17  -3.49  0.01
H  2.40  -5.62  0.22
H  4.14  -5.88  1.96
H  4.64  -4.01  3.50
H  3.41  -1.88  3.30
H  -0.49  -3.05  2.48
H  -2.91  -3.50  2.43
H  -4.47  -1.84  1.48
H  -3.61  0.33  0.67
H  -1.19  0.81  0.74

---

7.
Molecular formula: C6H13ClF2N2
Method: DFT, the ωB97M-V functional and the def2-TZVPD basis

orbital gap: 0.3113 hartree
maximum force: 0.0682 hartree/bohr
HOMO level: -7.9 eV
energy relative to the best compared isomer or geometry (same formula, charge and spin): 0.440 eV
total charge: 0

Element x y z (Å)
C  -0.77  0.96  -1.29
C  -1.20  1.21  1.23
C  -1.43  -0.98  0.18
C  0.86  -0.06  0.25
C  -0.60  0.30  0.09
C  5.13  -0.27  -0.13
N  2.51  -1.58  0.59
N  1.28  -1.27  0.56
F  5.96  -1.02  -0.86
F  5.78  -0.12  1.10
Cl  5.07  1.31  -0.90
H  -1.79  1.30  -1.44
H  -0.88  0.22  -2.14
H  0.05  1.60  -1.58
H  -1.02  0.81  2.21
H  -2.34  1.32  0.95
H  -0.67  2.23  1.26
H  -0.97  -1.79  -0.40
H  -1.47  -1.15  1.29
H  -2.41  -0.89  -0.14
H  1.65  0.59  -0.25
H  2.64  -2.47  0.95
H  4.18  -0.69  0.08
H  0.63  -1.89  0.97

---

8.
Molecular formula: C9H14
Method: DFT, the ωB97M-V functional and the def2-TZVPD basis

orbital gap: 0.3581 hartree
maximum force: 0.0694 hartree/bohr
HOMO level: -8.8 eV
energy relative to the best compared isomer or geometry (same formula, charge and spin): 1.512 eV
structure (SMILES): Cc1ccccc1.CC
total charge: 0

Element x y z (Å)
C  -1.23  2.33  1.37
C  -0.12  2.91  2.24
H  -1.02  1.50  0.71
H  -2.00  1.91  2.03
H  -1.69  3.25  1.01
H  -0.65  3.44  3.04
H  0.45  3.71  1.78
H  0.59  2.24  2.74
C  -0.02  -2.29  -2.94
C  1.78  -0.58  -0.10
C  1.48  -1.06  -1.38
C  0.89  -0.94  0.90
C  0.26  -1.56  -1.66
C  -0.43  -1.34  0.60
C  -0.83  -1.39  -0.74
H  2.64  0.04  0.12
H  2.17  -1.05  -2.22
H  1.24  -0.86  1.92
H  -1.23  -1.39  1.33
H  0.44  -1.80  -3.79
H  -1.06  -2.46  -3.24
H  -1.86  -1.31  -1.04
H  0.18  -3.34  -2.69

---

9.
Molecular formula: C22H16Cl4N2O6Pd
Method: DFT, the ωB97M-V functional and the def2-TZVPD basis

orbital gap (alpha / beta): 0.2662 / 0.2670 hartree
maximum force: 0.0125 hartree/bohr
HOMO level (alpha / beta): -8.1 / -8.1 eV
energy relative to the best compared isomer or geometry (same formula, charge and spin): 0.695 eV
total charge: 0

Element x y z (Å)
Pd  1.66  1.33  -1.86
O  1.94  -3.56  -1.88
C  1.97  -2.21  -2.00
O  2.86  -1.53  -1.59
C  0.74  -1.70  -2.69
C  -0.29  -2.52  -3.11
C  -1.35  -1.95  -3.81
C  -1.33  -0.60  -4.09
C  -0.25  0.15  -3.64
N  0.73  -0.39  -2.93
C  -0.08  1.62  -3.99
O  -0.88  2.16  -4.72
O  1.01  2.17  -3.51
H  2.76  -3.79  -1.41
H  -0.24  -3.59  -2.92
H  -2.17  -2.57  -4.14
H  -2.10  -0.10  -4.66
Cl  2.69  3.83  -1.30
C  4.34  3.34  -1.71
Cl  4.42  1.62  -2.18
H  4.97  3.47  -0.84
H  4.67  3.94  -2.55
Cl  -1.95  -0.84  0.37
C  -0.87  -1.75  1.40
C  -0.26  -2.85  0.83
C  0.58  -3.66  1.57
C  0.80  -3.35  2.90
C  0.19  -2.25  3.46
Cl  0.49  -1.90  5.14
C  -0.67  -1.40  2.74
N  -1.26  -0.35  3.41
C  -1.87  0.82  2.88
C  -3.22  1.03  3.14
C  -3.85  2.18  2.69
C  -3.13  3.12  1.97
C  -1.78  2.91  1.72
C  -1.12  1.77  2.18
C  0.35  1.60  1.93
C  0.73  1.45  0.48
O  1.84  0.88  0.19
O  0.02  1.95  -0.43
H  -0.49  -3.08  -0.20
H  1.04  -4.53  1.12
H  1.45  -3.96  3.52
H  -1.23  -0.41  4.41
H  -3.77  0.27  3.68
H  -4.90  2.33  2.90
H  -3.61  4.02  1.60
H  -1.22  3.64  1.16
H  0.78  0.77  2.49
H  0.87  2.50  2.26

---

10.
Molecular formula: C10H16N3S3
Method: DFT, the ωB97M-V functional and the def2-TZVPD basis

orbital gap: 0.1558 hartree
maximum force: 0.0218 hartree/bohr
HOMO level: -2.4 eV
energy relative to the best compared isomer or geometry (same formula, charge and spin): 0.162 eV
total charge: -1

Element x y z (Å)
C  -2.54  2.04  2.63
C  -3.33  1.25  1.59
S  -2.93  -0.53  1.63
C  -1.03  -0.57  1.55
N  -0.57  -1.87  1.41
C  -0.07  -2.17  0.10
C  1.46  -2.05  -0.01
C  2.00  -0.80  0.67
S  3.53  -0.11  -0.07
C  3.00  0.86  -1.39
S  3.89  2.14  -1.86
N  1.83  0.52  -2.10
C  0.65  1.24  -2.11
C  -0.18  0.55  -2.95
N  0.45  -0.55  -3.47
C  1.64  -0.55  -2.92
H  -2.96  3.03  2.82
H  -2.50  1.46  3.55
H  -1.52  2.18  2.27
H  -4.40  1.36  1.74
H  -3.10  1.64  0.60
H  -0.78  0.12  0.72
H  -0.69  -0.10  2.48
H  -0.30  -3.21  -0.14
H  -0.53  -1.57  -0.70
H  1.93  -2.91  0.45
H  1.74  -2.10  -1.06
H  1.29  0.01  0.68
H  2.28  -1.05  1.69
H  0.49  2.14  -1.56
H  -1.18  0.87  -3.18
H  2.42  -1.27  -3.08

---

11.
Molecular formula: C18H27BeCl2N2O4
Method: DFT, the ωB97M-V functional and the def2-TZVPD basis

orbital gap: 0.2047 hartree
maximum force: 0.1068 hartree/bohr
HOMO level: -3.1 eV
energy relative to the best compared isomer or geometry (same formula, charge and spin): 0.000 eV
total charge: -1

Element x y z (Å)
O  -1.10  -0.27  1.12
C  -0.83  -1.55  1.42
C  -0.60  -1.80  2.95
C  -0.38  -0.71  3.77
H  -0.40  0.29  3.33
C  -0.12  -0.90  5.14
H  0.06  -0.02  5.76
C  -0.12  -2.18  5.68
H  0.07  -2.32  6.74
C  -0.36  -3.28  4.85
H  -0.37  -4.29  5.27
C  -0.60  -3.10  3.49
H  -0.79  -3.95  2.84
H  -1.66  -2.30  1.16
C  -0.02  -2.29  -0.85
C  0.33  -2.06  0.58
H  0.70  -2.93  -1.35
H  -0.03  -1.31  -1.39
H  -1.01  -2.68  -0.89
C  1.65  -2.12  1.15
C  2.90  -2.42  0.36
H  1.74  -1.91  2.20
H  3.37  -3.31  0.77
H  3.60  -1.58  0.47
H  2.70  -2.56  -0.69
Be  -0.22  0.89  0.22
Cl  0.87  1.96  1.91
Cl  1.66  -0.13  -0.43
C  1.78  2.77  -1.12
O  0.49  2.52  -1.14
N  2.25  3.77  -1.82
C  1.50  4.41  -2.90
C  3.59  4.28  -1.54
H  2.47  2.12  -0.58
H  0.50  3.98  -2.94
H  2.02  4.25  -3.86
H  1.45  5.49  -2.72
H  3.95  3.82  -0.61
H  3.55  5.37  -1.41
H  4.28  4.04  -2.36
H  -2.63  0.32  -4.64
H  -5.02  0.03  -3.34
C  -2.36  -0.50  -3.96
C  -4.48  -0.64  -2.65
N  -3.06  -0.34  -2.69
H  -1.29  -0.51  -3.78
C  -2.38  0.01  -1.57
O  -1.16  0.39  -1.57
H  -4.84  -0.48  -1.62
H  -2.97  -0.08  -0.63
H  -2.67  -1.45  -4.42
H  -4.66  -1.68  -2.95
O  -0.77  4.06  0.64
C  -0.61  2.89  0.56

---

12.
Molecular formula: C11H18
Method: DFT, the ωB97M-V functional and the def2-TZVPD basis

orbital gap: 0.3679 hartree
maximum force: 0.0184 hartree/bohr
HOMO level: -9.1 eV
energy relative to the best compared isomer or geometry (same formula, charge and spin): 0.284 eV
structure (SMILES): Cc1ccccc1.CC(C)C
total charge: 0

Element x y z (Å)
C  2.56  0.06  -1.53
C  0.28  1.02  -1.15
C  1.59  0.87  -0.72
C  -0.65  1.66  -0.34
C  1.96  1.52  0.46
C  -0.28  2.24  0.85
C  1.04  2.20  1.24
H  -0.10  0.57  -2.06
H  -1.68  1.77  -0.66
H  2.52  0.34  -2.57
H  2.36  -1.01  -1.45
H  3.01  1.44  0.77
H  -0.98  2.80  1.48
H  1.39  2.61  2.18
H  3.59  0.19  -1.17
C  -1.13  -1.78  0.24
C  -0.91  -3.30  0.25
C  -2.04  -1.42  -0.93
C  -1.57  -1.20  1.57
H  -0.14  -1.35  0.06
H  -1.82  -3.83  0.54
H  -2.58  -0.48  -0.84
H  -1.52  -1.49  -1.89
H  -2.84  -2.17  -0.98
H  -0.94  -1.57  2.38
H  -1.30  -0.14  1.63
H  -2.63  -1.29  1.81
H  -0.09  -3.52  0.93
H  -0.55  -3.60  -0.74

---

Number 1: electronic energy -418.59760 a.u.. Number 2: electronic energy -1101.93150 a.u.. Number 3: electronic energy -344.32034 a.u.. Number 4: electronic energy -16176.92045 a.u.. Number 5: electronic energy -1846.68890 a.u.. Number 6: electronic energy -5983.10863 a.u.. Number 7: electronic energy -1005.73345 a.u.. Number 8: electronic energy -351.27461 a.u.. Number 9: electronic energy -3377.60762 a.u.. Number 10: electronic energy -1749.42876 a.u.. Number 11: electronic energy -2047.75839 a.u.. Number 12: electronic energy -429.93020 a.u..